# C4H12N2S

3 unconnected molecules or ions with the total composition C4H12N2S in a non-equilibrium geometry (wB97M-V/def2-TZVPD, the OMol25 dataset).

* E_HOMO: -8.53 eV
* relative energy (zero: lowest compared OMol25 entry of this formula, charge and spin): 98.8 kcal/mol
* M: 120.22 g mol⁻¹
* strongest force on any atom: 3.6 eV/A
* Kohn-Sham gap: 7.2 eV

CARTESIAN COORDINATES (ANGSTROEM)
1 S -0.16 1.52 -0.53
2 N -1.93 -0.59 -2.31
3 N 2.57 0.75 0.56
4 C -2.52 0.23 -1.24
5 C 1.73 -0.19 1.14
6 C 2.25 -1.15 1.92
7 C -1.57 0.48 -0.05
8 H -2.16 0.96 0.73
9 H 0.84 -0.29 -0.54
10 H -1.33 -0.49 0.40
11 H -3.42 -0.28 -0.82
12 H 3.40 1.06 1.05
13 H 1.72 -1.98 2.36
14 H -1.65 -1.50 -1.96
15 H 3.34 -1.20 2.08
16 H 0.70 0.12 1.27
17 H -2.82 1.19 -1.67
18 H 2.06 1.47 0.12
19 H -1.06 -0.09 -2.53